# 1
C5H8O | ωB97M-V with the def2-TZVPD basis set

```
14
Properties=species:S:1:pos:R:3:forces:R:3
C 2.38659 0.89744 -0.47297 -0.152 -0.023 0.112
C 1.29866 0.68849 0.21823 0.065 -0.025 0.057
C 0.20170 0.43764 0.88369 0.199 0.090 -0.152
C -0.76657 -0.65270 0.45958 -0.195 0.215 0.077
C -1.83303 -0.06435 -0.45479 -0.070 0.031 -0.023
O -0.13166 -1.68439 -0.26833 0.197 -0.103 0.073
H 2.37708 1.56792 -1.32836 0.012 -0.085 0.108
H 3.32435 0.41002 -0.21848 -0.131 0.080 -0.009
H -0.07672 1.06556 1.73039 0.058 -0.117 -0.136
H -1.24331 -1.06214 1.36677 0.109 0.059 -0.160
H -1.34408 0.32148 -1.35511 -0.088 -0.050 0.119
H -2.56219 -0.82535 -0.74767 0.099 0.077 0.081
H -2.35376 0.76101 0.04089 0.033 -0.128 -0.062
H 0.72295 -1.86061 0.14615 -0.137 -0.022 -0.084
```
Positions in Å, forces in eV/Å.

The calculation puts the LUMO energy at 0.0343 Eh. The value obtained for the calculated total energy is -7360.3145 eV. As for the total charge: 0. Its SMILES is C=C=C[C@@H](C)O. The value obtained for the largest force on an atom is 0.00584 hartree/bohr.

---

# 2
C5H8O | ωB97M-V with the def2-TZVPD basis set

```
14
Properties=species:S:1:pos:R:3:forces:R:3
C -1.27299 -0.31595 0.19833 0.036 0.176 0.080
C -0.95853 0.93817 0.51168 -0.040 -0.146 -0.086
C 0.37217 1.46051 0.04594 -0.125 0.218 -0.042
O 1.43828 0.53451 0.19502 0.130 0.024 0.003
C 1.13207 -0.84223 0.06981 -0.048 -0.253 -0.050
C -0.24172 -1.11216 -0.55046 0.021 -0.012 -0.013
H -2.21736 -0.76510 0.48952 0.086 0.038 -0.018
H -1.62693 1.59355 1.06344 0.074 -0.097 -0.071
H 0.67151 2.35646 0.59497 -0.050 -0.102 -0.010
H 0.29434 1.75019 -1.01606 -0.013 -0.038 0.107
H 1.16230 -1.30395 1.06565 -0.008 0.051 -0.076
H 1.92702 -1.29303 -0.53541 -0.102 0.043 0.065
H -0.23276 -0.81513 -1.60828 0.014 -0.015 0.092
H -0.44739 -2.18584 -0.52416 0.026 0.114 0.019
```
Positions in Å, forces in eV/Å.

The calculation puts the LUMO energy at 0.0402 Eh. The value obtained for the calculated total energy is -7361.0185 eV. As for the total charge: 0. Its SMILES is C1=CCOCC1. The value obtained for the largest force on an atom is 0.00509 hartree/bohr.

---

# 3
C5H8O | ωB97M-V with the def2-TZVPD basis set

```
14
Properties=species:S:1:pos:R:3:forces:R:3
C 0.18273 1.66445 -0.96690 -0.058 -0.012 0.064
C -0.57215 1.34055 0.08805 0.070 0.044 -0.130
C -1.16564 0.03780 0.39999 -0.003 -0.124 -0.051
C -0.79521 -1.22311 0.09761 -0.055 0.166 0.033
C 0.39397 -1.69122 -0.63102 0.212 0.110 -0.206
O 1.07992 -1.05819 -1.40855 -0.258 -0.281 0.293
H 0.52376 2.68873 -1.09949 -0.061 -0.149 0.083
H 0.46778 0.93316 -1.71293 -0.081 0.148 0.112
H -0.84320 2.12796 0.79140 0.024 -0.114 -0.108
H -2.05231 0.11095 1.03063 0.126 -0.006 -0.056
H -1.39578 -2.03195 0.51041 0.060 0.121 -0.041
H 0.65209 -2.74947 -0.41613 -0.014 0.102 -0.016
H 1.70675 -0.33874 1.91502 0.038 0.058 -0.029
H 1.81729 0.18907 1.40191 0.002 -0.062 0.052
```
Positions in Å, forces in eV/Å.

The calculation puts the LUMO energy at -0.0073 Eh. The value obtained for the calculated total energy is -7359.5676 eV. As for the total charge: 0. Its SMILES is C=C/C=C\C=O.[H][H]. The value obtained for the largest force on an atom is 0.00935 hartree/bohr.

---

# 4
C5H8O | ωB97M-V with the def2-TZVPD basis set

```
14
Properties=species:S:1:pos:R:3:forces:R:3
C 0.17153 1.11182 1.49094 -0.031 0.168 -0.046
C 0.50836 -0.29845 1.84343 0.025 -0.174 0.069
C -0.57205 -0.02376 0.81810 0.244 0.082 0.121
C -0.46260 -1.11354 -1.55785 -0.088 -0.209 -0.089
C -0.26290 0.30010 -1.86315 -0.084 0.172 -0.156
O 0.41659 -0.30648 -0.75206 0.064 0.045 0.298
H 0.92924 1.68958 0.96840 -0.122 -0.123 0.012
H -0.46526 1.70995 2.14174 0.127 -0.091 -0.113
H 0.18312 -0.75849 2.77469 0.017 0.122 -0.148
H 1.47796 -0.64663 1.49661 -0.187 0.005 0.033
H -1.35251 -1.38887 -0.99843 0.106 -0.004 -0.165
H 0.04459 -1.88068 -2.13596 -0.024 0.152 0.078
H 0.41100 0.59420 -2.66353 -0.131 -0.038 0.112
H -1.02708 1.01125 -1.56292 0.083 -0.108 -0.007
```
Positions in Å, forces in eV/Å.

The calculation puts the LUMO energy at 0.0371 Eh. The value obtained for the calculated total energy is -7356.2242 eV. As for the total charge: 0. The value obtained for the largest force on an atom is 0.00600 hartree/bohr.

---

# 5
C5H8O | ωB97M-V with the def2-TZVPD basis set

```
14
Properties=species:S:1:pos:R:3:forces:R:3
C 1.41251 0.30238 0.61760 -0.013 -0.002 0.057
C 0.07035 0.13513 -0.07275 0.119 0.182 0.040
C -0.47891 1.36691 -0.70720 0.050 0.150 0.058
O -0.10451 2.48913 -0.46104 -0.081 -0.420 -0.253
C -0.31724 -1.21043 -0.63981 0.049 -0.061 -0.128
C -1.07923 -0.67536 0.52021 -0.154 0.005 0.135
H 2.21026 -0.18242 0.04058 -0.183 0.089 0.130
H 1.64368 1.37000 0.67983 -0.037 -0.176 0.072
H 1.41898 -0.10841 1.63205 -0.023 0.008 -0.159
H -1.33814 1.19320 -1.39359 0.064 0.018 0.047
H -0.80308 -1.27953 -1.61146 0.055 0.098 0.197
H 0.40158 -2.00074 -0.43663 -0.125 0.147 -0.094
H -0.95420 -1.09696 1.51298 0.113 0.039 -0.184
H -2.08203 -0.30289 0.31925 0.166 -0.076 0.082
```
Positions in Å, forces in eV/Å.

The calculation puts the LUMO energy at 0.0360 Eh. The value obtained for the calculated total energy is -7361.1147 eV. As for the total charge: 0. Its SMILES is CC1(C=O)CC1. The value obtained for the largest force on an atom is 0.00967 hartree/bohr.

---

# 6
C5H8O | ωB97M-V with the def2-TZVPD basis set

```
14
Properties=species:S:1:pos:R:3:forces:R:3
C 1.99031 -0.36808 0.22362 -0.209 -0.003 0.012
C 0.89454 0.47419 -0.34440 0.037 0.112 0.105
C -0.14913 0.91093 0.34920 0.839 0.918 -0.196
O -1.13133 1.70874 -0.13921 -0.199 0.153 -0.085
H 2.09745 -0.18996 1.29012 0.097 -0.051 0.119
H 1.78601 -1.43173 0.08127 0.097 -0.129 -0.021
H 2.93156 -0.14224 -0.27149 0.129 -0.026 0.076
H 0.94567 0.67727 -1.40740 -0.105 0.095 -0.151
H -0.25850 0.75407 1.41033 -0.032 -0.109 0.112
H -1.02395 1.79410 -1.09650 -0.020 -0.012 0.171
C -2.54693 -0.88716 0.20567 0.298 0.053 -0.140
C -1.48539 -1.18967 -0.25656 -0.976 -0.974 0.026
H -3.41224 -0.47097 0.63515 -0.441 0.112 0.173
H -0.63808 -1.63949 -0.67981 0.487 -0.139 -0.198
```
Positions in Å, forces in eV/Å.

The calculation puts the LUMO energy at 0.0397 Eh. The value obtained for the calculated total energy is -7358.7562 eV. As for the total charge: 0. Its SMILES is C/C=C/O.C#C. The value obtained for the largest force on an atom is 0.02682 hartree/bohr.

---

# 7
C5H8O | ωB97M-V with the def2-TZVPD basis set

```
14
Properties=species:S:1:pos:R:3:forces:R:3
C -1.75773 1.88932 -0.59428 -0.160 0.051 -0.125
C -0.53904 1.31608 -0.01718 0.469 -0.098 -0.026
C 0.50376 0.72783 0.15004 -0.664 0.023 -0.276
C 1.45953 -0.36949 -0.06400 0.051 -0.114 -0.120
C 1.02626 -1.63808 0.67816 0.405 -0.155 0.097
O -0.30823 -1.97963 0.40858 -0.297 0.104 0.199
H -2.55684 1.14568 -0.58704 0.009 0.013 0.117
H -2.15073 2.80139 -0.14108 0.269 -0.107 0.170
H -1.55035 2.09911 -1.64551 -0.045 0.116 0.021
H 1.37302 -0.56354 -1.13798 0.173 -0.142 0.027
H 2.51269 -0.15541 0.13084 -0.155 0.210 0.214
H 1.61287 -2.48527 0.32950 0.180 0.026 -0.070
H 1.21617 -1.54551 1.75700 -0.115 0.127 -0.093
H -0.84138 -1.24248 0.73295 -0.120 -0.054 -0.136
```
Positions in Å, forces in eV/Å.

The calculation puts the LUMO energy at 0.0347 Eh. The value obtained for the calculated total energy is -7360.0106 eV. As for the total charge: 0. Its SMILES is CC#CCCO. The value obtained for the largest force on an atom is 0.01400 hartree/bohr.

---

# 8
C5H8O | ωB97M-V with the def2-TZVPD basis set

```
14
Properties=species:S:1:pos:R:3:forces:R:3
C -1.07801 0.56132 -0.32292 0.040 0.216 -0.279
C -0.05386 1.41419 -0.22676 -0.157 -0.399 0.623
C 1.21039 0.63867 -0.25016 0.420 -0.635 1.103
O 1.29225 -0.53573 0.86334 0.306 2.111 -0.811
C 0.88628 -0.77443 -0.44031 -0.233 -0.339 -0.947
C -0.62105 -0.83927 -0.65609 -0.053 -0.072 -0.025
H -2.12518 0.81043 -0.18210 0.132 0.044 -0.160
H -0.11934 2.48632 -0.04965 0.066 -0.337 0.032
H 2.17433 1.11248 -0.41708 -0.131 -0.439 0.057
H 1.52911 -1.44420 -0.99762 -0.027 -0.115 -0.169
H -0.83132 -1.04263 -1.71240 -0.057 -0.069 0.078
H -1.11430 -1.61302 -0.06395 0.108 0.047 0.021
H -0.22746 -0.44307 2.09307 -0.505 0.070 0.310
H -0.92183 -0.33106 2.36262 0.091 -0.084 0.167
```
Positions in Å, forces in eV/Å.

The calculation puts the LUMO energy at 0.0368 Eh. The value obtained for the calculated total energy is -7359.0245 eV. As for the total charge: 0. Its SMILES is C1=C[C@H]2O[C@H]2C1.[H][H]. The value obtained for the largest force on an atom is 0.04439 hartree/bohr.